{"formula": "C5H9NO", "method": "ωB97M-V/def2-TZVPD", "species": ["C", "C", "N", "C", "C", "C", "O", "H", "H", "H", "H", "H", "H", "H", "H", "H"], "xyz": [[0.10, -1.68, 1.52], [-0.75, -1.60, 0.31], [-1.44, -0.54, 0.18], [-0.88, 0.13, -0.96], [0.42, 0.81, -0.50], [0.52, 2.25, -0.69], [0.29, 1.69, 0.60], [1.11, -1.88, 1.14], [-0.17, -2.42, 2.26], [0.10, -0.67, 1.95], [-0.55, -2.27, -0.55], [-1.62, 0.89, -1.12], [-0.67, -0.47, -1.87], [1.35, 0.21, -0.45], [1.48, 2.76, -0.83], [-0.35, 2.73, -1.13]], "fmax_ev_per_a": 1.4, "relative_energy_kj_mol": 428.40, "e_homo_ha": -0.3161, "orbital_gap_ev": 9.458, "e_tot_ev": -8864.773}

{"formula": "C4H3NO3", "method": "ωB97M-V/def2-TZVPD", "species": ["C", "C", "C", "C", "N", "O", "O", "O", "H", "H", "H"], "xyz": [[0.49, -1.68, -1.16], [1.62, -0.08, 0.90], [-0.77, 0.25, -0.57], [-0.76, 1.19, 0.63], [0.09, -0.81, -0.41], [0.89, -2.45, -1.95], [2.07, -0.94, 1.48], [-1.46, 0.44, -1.52], [0.33, 1.11, 1.02], [-1.54, 0.74, 1.24], [-0.96, 2.25, 0.36]], "fmax_ev_per_a": 2.9, "relative_energy_kj_mol": 188.72, "e_homo_ha": -0.3906, "orbital_gap_ev": 11.119, "e_tot_ev": -11827.577}

{"formula": "C13H12AsIN4PtS6", "method": "ωB97M-V/def2-TZVPD", "species": ["Pt", "C", "S", "C", "S", "N", "N", "C", "C", "C", "C", "C", "C", "N", "H", "H", "H", "H", "H", "H", "H", "H", "S", "As", "S", "S", "S", "I", "C", "C", "C", "C", "N", "C", "H", "H", "H", "H"], "xyz": [[-0.26, 0.24, 0.15], [-0.66, -4.17, 3.34], [0.87, -3.20, 3.44], [0.43, -1.74, 2.60], [-1.12, -1.53, 1.92], [1.36, -0.82, 2.62], [1.13, 0.27, 1.96], [1.70, 1.40, 2.19], [1.23, 2.54, 1.44], [1.93, 3.75, 1.40], [1.40, 4.81, 0.69], [0.15, 4.66, 0.10], [-0.49, 3.44, 0.20], [0.04, 2.39, 0.82], [-0.44, -5.11, 3.84], [-0.91, -4.33, 2.30], [-1.46, -3.64, 3.85], [2.47, 1.53, 2.94], [2.88, 3.81, 1.89], [1.94, 5.74, 0.60], [-0.33, 5.47, -0.42], [-1.47, 3.28, -0.25], [1.08, -0.60, -4.32], [1.06, 0.91, -2.82], [2.11, 0.19, -1.04], [-0.96, 1.37, -2.10], [1.92, 2.68, -3.62], [-4.25, -1.56, -3.87], [-2.46, -2.04, -2.87], [-1.57, -2.98, -3.39], [-0.41, -3.23, -2.68], [-0.15, -2.51, -1.52], [-0.99, -1.60, -1.06], [-2.14, -1.39, -1.69], [-1.78, -3.48, -4.32], [0.30, -3.96, -3.03], [0.76, -2.67, -0.96], [-2.82, -0.67, -1.25]], "fmax_ev_per_a": 3.5, "e_homo_ha": [-0.2559, -0.2539], "orbital_gap_ev": [4.003, 3.842], "e_tot_ev": -156830.429}

{"formula": "C8H13N2", "method": "ωB97M-V/def2-TZVPD", "species": ["C", "C", "C", "C", "N", "C", "C", "C", "C", "N", "H", "H", "H", "H", "H", "H", "H", "H", "H", "H", "H", "H", "H"], "xyz": [[-1.72, 2.35, -1.91], [-1.42, 1.11, -1.68], [-0.01, 0.68, -1.27], [0.30, 0.71, 0.16], [0.23, 1.87, 0.82], [0.66, 1.69, 2.14], [1.07, 0.40, 2.23], [0.87, -0.23, 0.96], [1.22, -1.68, 0.48], [0.38, -2.85, 0.96], [-2.60, 2.56, -2.44], [-1.04, 3.18, -1.58], [-2.16, 0.42, -1.98], [0.72, 1.47, -1.87], [0.11, -0.38, -1.66], [-0.28, 2.70, 0.65], [0.93, 2.54, 2.82], [1.51, -0.04, 3.09], [2.23, -1.97, 0.60], [1.17, -1.42, -0.51], [0.71, -3.81, 0.63], [-0.60, -2.72, 0.57], [0.44, -2.90, 1.96]], "fmax_ev_per_a": 3.4, "relative_energy_kj_mol": 294.97, "e_homo_ha": -0.4373, "orbital_gap_ev": 8.185, "charge": 1, "e_tot_ev": -11478.431}

{"formula": "C15H20BCl3N2O", "method": "ωB97M-V/def2-TZVPD", "species": ["Cl", "B", "Cl", "Cl", "O", "C", "C", "C", "C", "C", "C", "C", "H", "H", "H", "H", "H", "H", "C", "C", "C", "C", "N", "C", "N", "C", "C", "C", "H", "H", "H", "H", "H", "H", "H", "H", "H", "H", "H", "H", "H", "H"], "xyz": [[3.70, -2.57, -1.38], [2.85, -0.94, -1.46], [3.47, 0.24, -0.06], [3.07, -0.12, -3.12], [1.42, -1.40, -1.45], [0.33, -0.71, -1.09], [-0.90, -1.25, -1.40], [-2.09, -0.49, -1.33], [-3.29, -1.08, -1.78], [-3.32, -2.41, -2.21], [-2.15, -3.17, -2.23], [-0.93, -2.63, -1.84], [1.01, -0.25, 0.21], [-2.06, 0.57, -1.02], [-4.21, -0.49, -1.78], [-4.24, -2.89, -2.54], [-2.15, -4.21, -2.56], [0.03, -3.17, -1.88], [-0.54, -0.84, 2.04], [0.22, 0.45, 2.36], [-0.52, 1.24, 3.43], [1.61, 0.13, 2.91], [0.25, 1.28, 1.15], [0.35, 0.80, -0.12], [0.64, 1.84, -0.95], [0.84, 1.99, -2.41], [0.62, 3.01, -0.14], [0.50, 2.65, 1.16], [0.00, -1.53, 1.37], [-0.72, -1.41, 2.97], [-1.51, -0.58, 1.59], [0.11, 2.08, 3.79], [-1.47, 1.65, 3.06], [-0.71, 0.58, 4.29], [2.07, 1.07, 3.26], [1.50, -0.57, 3.76], [2.27, -0.32, 2.14], [0.10, 1.44, -3.03], [0.72, 3.08, -2.59], [1.86, 1.71, -2.72], [0.75, 4.04, -0.55], [0.54, 3.15, 2.16]], "fmax_ev_per_a": 5.3, "relative_energy_kj_mol": 315.44, "e_homo_ha": -0.2522, "orbital_gap_ev": 6.111, "e_tot_ev": -59149.371}

{"formula": "C24H45FO24", "method": "ωB97M-V/def2-TZVPD", "species": ["O", "C", "O", "C", "C", "F", "O", "H", "H", "H", "C", "O", "C", "O", "O", "C", "H", "H", "H", "H", "H", "H", "C", "O", "C", "O", "O", "C", "H", "H", "H", "H", "H", "H", "C", "O", "C", "O", "O", "C", "H", "H", "H", "H", "H", "H", "C", "O", "C", "O", "O", "C", "H", "H", "H", "H", "H", "H", "C", "O", "C", "O", "O", "C", "H", "H", "H", "H", "H", "H", "C", "O", "C", "O", "O", "C", "H", "H", "H", "H", "H", "H", "C", "O", "C", "O", "O", "C", "H", "H", "H", "H", "H", "H"], "xyz": [[4.49, 4.79, -20.43], [5.27, 4.75, -19.53], [5.36, 3.70, -18.69], [6.35, 4.01, -17.72], [7.20, 5.10, -18.42], [8.15, 4.48, -19.16], [6.21, 5.67, -19.28], [5.98, 4.47, -16.81], [6.91, 3.09, -17.59], [7.57, 5.86, -17.75], [12.95, 9.27, -14.52], [11.71, 9.93, -14.24], [10.57, 9.37, -14.66], [9.51, 9.82, -14.34], [10.76, 8.31, -15.42], [9.65, 7.58, -15.91], [13.74, 9.81, -14.01], [13.17, 9.27, -15.59], [12.90, 8.26, -14.12], [10.05, 6.97, -16.71], [8.80, 8.17, -16.29], [9.21, 6.99, -15.11], [12.57, 1.64, -20.32], [11.19, 1.53, -20.62], [10.57, 2.60, -21.09], [11.07, 3.65, -21.39], [9.26, 2.33, -21.16], [8.40, 3.26, -21.79], [12.83, 0.94, -19.53], [12.89, 2.64, -20.03], [13.14, 1.36, -21.22], [8.47, 4.25, -21.37], [7.35, 2.98, -21.63], [8.53, 3.24, -22.87], [10.76, 4.01, -17.40], [11.67, 5.06, -17.09], [12.95, 4.94, -17.47], [13.35, 4.09, -18.20], [13.63, 5.86, -16.82], [15.03, 5.89, -17.10], [10.94, 3.23, -16.66], [10.93, 3.72, -18.44], [9.74, 4.36, -17.24], [15.38, 6.91, -17.02], [15.26, 5.52, -18.10], [15.56, 5.21, -16.42], [2.34, 2.59, -18.07], [2.55, 3.78, -17.34], [2.11, 4.89, -17.91], [1.29, 4.94, -18.78], [2.75, 5.91, -17.34], [2.28, 7.21, -17.69], [2.64, 2.74, -19.11], [1.29, 2.29, -18.10], [2.95, 1.81, -17.63], [3.13, 7.87, -17.83], [1.73, 7.64, -16.85], [1.63, 7.21, -18.55], [3.60, 3.24, -23.22], [4.86, 2.71, -23.60], [5.09, 1.42, -23.42], [4.32, 0.61, -23.00], [6.35, 1.19, -23.78], [6.79, -0.15, -23.70], [3.55, 3.36, -22.14], [2.80, 2.69, -23.71], [3.54, 4.28, -23.54], [6.72, -0.49, -22.67], [7.78, -0.25, -24.13], [6.16, -0.82, -24.31], [6.32, 6.73, -22.32], [6.50, 6.85, -23.71], [7.43, 6.13, -24.34], [8.33, 5.49, -23.88], [7.12, 6.18, -25.63], [7.89, 5.42, -26.55], [6.96, 7.48, -21.82], [6.51, 5.78, -21.84], [5.34, 7.08, -21.99], [8.10, 4.41, -26.20], [8.85, 5.91, -26.75], [7.26, 5.42, -27.43], [6.69, 5.85, -13.40], [6.83, 4.45, -13.56], [7.69, 4.01, -14.46], [8.27, 4.72, -15.25], [7.72, 2.68, -14.35], [8.64, 1.94, -15.16], [7.48, 6.39, -12.87], [5.79, 6.00, -12.80], [6.52, 6.31, -14.38], [9.64, 2.36, -15.05], [8.36, 1.96, -16.22], [8.60, 0.91, -14.83]], "fmax_ev_per_a": 2.1, "relative_energy_kj_mol": 0.00, "e_homo_ha": -0.3833, "orbital_gap_ev": 10.712, "e_tot_ev": -77474.736}